Record 1
{"formula": "C26H63BrN7O7P3", "method": "wB97M-V/def2-TZVPD", "orbital_gap_ev": 6.8, "multiplicity": 1, "molar_mass_da": 758.66, "lumo_ev": -0.85, "homo_ev": -7.63, "e_tot_ha": -5536.1286, "smiles": "CC(=O)NCCCC[PH](CC(=O)Br)(C[C@@H]1CO1)OC[C@H](C)O.CN(C)P(=O)(N(C)C)N(C)C.CN(C)P(=O)(N(C)C)N(C)C", "elements": ["Br", "P", "P", "P", "O", "O", "O", "O", "O", "O", "O", "N", "N", "N", "N", "N", "N", "N", "C", "C", "C", "C", "C", "C", "C", "C", "C", "C", "C", "C", "C", "C", "C", "C", "C", "C", "C", "C", "C", "C", "C", "C", "C", "C", "H", "H", "H", "H", "H", "H", "H", "H", "H", "H", "H", "H", "H", "H", "H", "H", "H", "H", "H", "H", "H", "H", "H", "H", "H", "H", "H", "H", "H", "H", "H", "H", "H", "H", "H", "H", "H", "H", "H", "H", "H", "H", "H", "H", "H", "H", "H", "H", "H", "H", "H", "H", "H", "H", "H", "H", "H", "H", "H", "H", "H", "H", "H"], "xyz": [[-1.33809, 1.58282, 2.70346], [1.27506, 1.53614, 0.14696], [-6.37516, 1.90580, 4.44829], [3.19317, -4.26928, -4.94138], [0.88896, 1.88639, 4.14790], [2.14474, -3.44783, -4.19037], [1.14742, 1.07240, -1.50575], [6.46724, 1.76904, -0.11586], [-5.30633, 2.02903, 3.36393], [-0.23468, 4.90064, -1.60603], [-2.48638, 1.21888, -2.05831], [4.24119, -5.27113, -5.99349], [4.36495, -3.01283, -5.01044], [-6.71988, 3.59158, 4.54722], [-7.76079, 1.54480, 5.52002], [3.32756, -5.47015, -3.70773], [-5.32932, 1.19594, 5.61379], [4.78044, 0.74725, -1.20345], [0.61952, 5.54511, -0.50457], [-8.23690, 2.34149, 6.62426], [0.57195, 1.86377, 3.03277], [1.01361, -0.23160, 0.68722], [3.30549, -1.05769, -0.17984], [-7.40952, 4.17658, 3.40708], [3.82480, -1.65218, -5.04412], [1.66223, 2.02497, 1.95994], [0.72367, 4.06103, -1.00830], [2.18804, -6.36085, -3.54869], [5.48350, 1.88747, -0.77834], [5.69229, -2.97806, -4.42105], [-1.46551, -0.94899, -2.16761], [-4.21516, 0.42129, 5.06466], [-8.90912, 1.00951, 4.78252], [4.58044, -0.15391, -0.04137], [-4.95448, 1.70274, 6.92186], [-1.35007, 0.48810, -1.57734], [-0.07373, 1.16327, -2.19295], [-6.29508, 4.59212, 5.49668], [5.35044, -6.09907, -5.58607], [4.31006, -5.65655, -2.66685], [0.13545, 2.98490, 0.02799], [5.02081, 3.32224, -1.12035], [2.35133, -0.98854, 1.04916], [3.47891, -5.96854, -7.03324], [6.38768, -3.64059, -4.93994], [2.29357, -7.24885, -4.18817], [5.15421, -4.97705, -2.74076], [2.90986, -1.60316, -5.63145], [-5.65119, 5.35047, 5.03352], [-0.37989, 2.18156, -2.52432], [-4.51243, -0.11922, 4.16791], [0.13461, 3.61620, 0.92733], [1.99364, 3.08351, 2.00422], [-3.88046, -0.34328, 5.77052], [3.87943, -5.52074, -1.66633], [-4.55017, 2.71790, 6.88737], [4.72679, -6.67154, -2.71540], [-7.16718, 5.10849, 5.92027], [-2.40380, 1.30554, -3.01948], [5.95462, -5.66853, -4.79380], [2.79915, -0.88224, -1.14428], [5.12472, 3.93067, -0.21326], [-7.15483, 3.65615, 2.48037], [6.02187, -6.22616, -6.44000], [3.67549, -2.09934, -0.23185], [-0.51275, -1.49043, -2.03742], [2.81376, -0.62715, 1.97869], [0.07565, 0.62983, -3.15920], [2.64206, 1.84094, -0.12610], [-3.35968, 1.05658, 4.80997], [1.62895, 3.78978, -1.58307], [-8.78045, 1.69039, 7.31478], [5.68895, -3.18463, -3.34758], [-4.17416, 1.08832, 7.37395], [5.67241, 3.75953, -1.89491], [-0.92238, 2.83510, -0.22858], [2.02163, -2.02766, 1.23959], [-7.14213, 5.22442, 3.25914], [2.70853, -5.31062, -7.44992], [2.07227, -6.69933, -2.51744], [6.14706, -1.99233, -4.53126], [-2.32197, -1.49864, -1.74354], [1.15627, 6.27811, -1.11622], [2.53878, 1.46132, 2.33252], [2.97887, -6.86121, -6.63636], [5.03658, -7.09980, -5.25310], [3.60426, -1.26916, -4.03954], [0.63539, -0.82352, -0.16354], [3.90444, 0.99274, -1.65937], [-0.25547, 5.81767, 0.09314], [0.28694, -0.39065, 1.49954], [-9.59059, 0.47122, 5.44713], [-8.57631, 0.29950, 4.01764], [-8.49958, 4.11894, 3.53757], [-5.74410, 4.18367, 6.33936], [1.25438, -5.86175, -3.81958], [4.52383, 0.40448, 0.91145], [-1.62869, -0.86529, -3.25948], [4.12520, -6.27299, -7.86114], [-5.77743, 1.63869, 7.63669], [3.97892, 3.28861, -1.48813], [-8.92152, 3.14317, 6.30833], [-1.38852, 0.49641, -0.47732], [4.52661, -0.96917, -5.52900], [-7.44629, 2.80198, 7.20896], [5.45342, -0.82092, 0.04990], [-9.47192, 1.80592, 4.27872]]}

Record 2
{"formula": "C26H64BNO5Si2", "method": "wB97M-V/def2-TZVPD", "orbital_gap_ev": 9.5, "multiplicity": 1, "molar_mass_da": 537.78, "lumo_ev": 0.41, "homo_ev": -9.05, "e_tot_ha": -2063.7782, "elements": ["Si", "Si", "O", "O", "O", "O", "O", "N", "C", "C", "C", "C", "C", "C", "C", "C", "C", "C", "C", "C", "C", "C", "C", "C", "C", "C", "C", "C", "C", "C", "C", "C", "C", "C", "B", "H", "H", "H", "H", "H", "H", "H", "H", "H", "H", "H", "H", "H", "H", "H", "H", "H", "H", "H", "H", "H", "H", "H", "H", "H", "H", "H", "H", "H", "H", "H", "H", "H", "H", "H", "H", "H", "H", "H", "H", "H", "H", "H", "H", "H", "H", "H", "H", "H", "H", "H", "H", "H", "H", "H", "H", "H", "H", "H", "H", "H", "H", "H", "H"], "xyz": [[-3.52421, 0.17601, -0.64789], [-2.28112, 2.55317, 0.46406], [-3.73846, 1.77655, -0.01852], [-5.10827, -2.09585, -0.81833], [6.08183, -2.66245, -1.46688], [-4.83545, 1.29446, -2.99350], [-3.93944, -2.89292, -0.75795], [-3.15256, -0.58741, -3.52227], [1.74998, 4.05002, -1.92958], [4.45762, 0.24129, -2.80214], [3.61580, 2.28185, -1.35120], [-10.17584, 2.86209, 1.26334], [4.74080, -0.59023, -1.50233], [8.60144, -3.77155, 2.72949], [6.19943, -1.24313, -1.52840], [-1.71126, -0.73568, -3.20687], [3.25396, 3.78706, -1.56153], [8.66737, -5.18912, 3.28414], [-1.76359, 3.94902, -0.74194], [-8.84419, 2.29243, 1.75235], [-4.84588, -1.00422, 0.08716], [6.40204, -6.59447, 5.93921], [-10.60665, 4.11614, 2.01478], [5.83302, -3.09416, -0.12657], [6.20179, -5.27547, 5.20235], [7.39403, -5.99572, 3.02847], [-7.37513, 3.67530, 0.14186], [6.12863, -5.43644, 3.68361], [-7.05218, 2.52636, -0.80532], [-0.71065, 3.44244, -1.80979], [0.71926, 3.15846, -1.16021], [-3.40810, -0.29668, -4.95522], [-7.63828, 3.21877, 1.57712], [3.41248, 1.39835, -2.63451], [-3.86438, 0.31745, -2.60555], [-10.70663, 3.91423, 3.08395], [-1.11118, 2.54664, -2.33914], [-2.50662, -0.49544, -5.58934], [7.80601, -3.18993, 3.19991], [8.88873, -5.15420, 4.35475], [5.96620, -4.19487, -0.09681], [-6.84419, 2.90932, -1.80579], [8.42799, -3.78495, 1.65092], [-4.53242, -1.38944, 1.09356], [-9.89277, 4.93135, 1.88383], [1.57207, 3.91239, -3.02635], [6.53700, -2.61391, 0.60232], [-2.65199, 4.38857, -1.25545], [-5.79941, -0.44955, 0.27837], [3.00296, 1.81705, -0.53659], [5.58951, -7.29072, 5.71870], [-4.35557, 2.00829, -3.43367], [7.34611, -7.07029, 5.66689], [4.68459, -0.00637, -0.55896], [3.49115, 4.36709, -0.63575], [-0.61785, 4.25714, -2.57174], [9.54303, -3.24929, 2.91285], [-7.76186, 4.10304, 2.21055], [-2.15968, -0.34558, -0.43090], [4.01844, -0.47853, -3.54189], [7.22468, -6.05910, 1.94798], [-10.94765, 2.09671, 1.38944], [0.64927, 3.44712, -0.08209], [5.88517, -4.46611, 3.23880], [6.75636, -0.88243, -0.62029], [-11.57406, 4.46490, 1.64645], [-2.37064, 3.03397, 1.85505], [-4.17298, -1.03066, -5.31373], [6.99770, -4.57715, 5.47556], [-3.71536, 0.74790, -5.17578], [3.91214, 4.17416, -2.38195], [7.55519, -7.02429, 3.36566], [0.88608, 2.06529, -1.29049], [-10.12842, 3.07495, 0.19154], [5.26701, -4.82313, 5.54716], [-1.21245, 1.52993, 0.37892], [-6.17318, 1.97896, -0.46634], [5.41554, 0.57907, -3.27270], [6.41758, -6.42697, 7.01832], [-8.65515, 1.34624, 1.23554], [4.68204, 2.20616, -1.01820], [4.03964, -1.45662, -1.43315], [-1.10630, -1.05426, -4.09279], [4.78886, -2.78500, 0.13341], [-6.74822, 2.70382, 1.95457], [3.55621, 2.08777, -3.51093], [-7.88576, 1.82470, -0.88767], [2.37736, 0.99782, -2.74562], [-1.59112, -1.56799, -2.46892], [-3.82407, -3.30972, -1.62227], [-6.52755, 4.36800, 0.14973], [9.50756, -5.70968, 2.81503], [6.78998, -0.91454, -2.40913], [1.53700, 5.11925, -1.67510], [-1.33561, 4.76032, -0.09651], [-8.93457, 2.03950, 2.81440], [-8.22847, 4.24145, -0.24305], [-1.22162, 0.20218, -2.84266], [5.29028, -6.09627, 3.43624]]}